The following is a DFT calculation (ωB97M-V/def2-TZVPD) of a molecular structure, C53H47AsCoIN4O4PS2 in a non-equilibrium geometry.

Properties
E_tot, eV: -207389.960
LUMO, Ha: -0.1245
Frontier orbital gap, eV: 6.495
HOMO, eV: -9.88
Total charge: +1
2S+1: 1

Each line ends with the Löwdin charge.
Geometry (Å):
H 2.27386 3.94167 2.48241  0.11
H -4.74644 -7.65652 1.06448  0.11
H -2.95154 -3.07169 -0.25585  0.07
C 1.21972 1.20272 4.94609  -0.11
C 3.48062 1.67072 3.40429  -0.10
C -4.61018 1.31783 1.04151  -0.05
C 3.79033 0.68183 0.36180  -0.37
O -3.85658 -5.19643 -0.17656  -0.33
C 0.10449 -3.45337 -2.29463  -0.06
C -3.21551 1.24185 1.28422  -0.11
C -1.38273 5.77714 0.89346  -0.13
N -0.81429 3.05046 0.83206  0.00
C -1.45771 5.01343 2.01370  -0.73
C -0.69367 5.23540 -0.24816  -0.13
H 3.35078 -2.75328 -1.62459  0.11
H -1.79487 0.23700 -4.25588  0.11
O -5.03680 -5.09722 2.01071  -0.30
As 2.05412 1.39187 0.88538  1.36
C -3.85685 0.47043 -3.65317  -0.05
C -0.77784 3.80397 -0.26328  -0.09
C -1.29575 -4.60572 1.03064  -0.13
C -4.70834 0.71854 -2.61461  -0.01
C 0.41401 -1.08893 -1.95418  -0.37
H 5.64726 -2.12982 0.73558  0.11
C 6.33961 -0.30528 -0.16525  -0.07
C 1.12623 5.72037 -0.19504  -0.17
C 1.77197 4.93739 -1.21339  -0.08
C 0.48912 1.40978 -3.26258  -0.31
H -1.65363 -4.69909 0.00685  0.11
H 4.52370 1.90869 5.25677  0.11
H -3.63279 -7.49446 2.44005  0.11
Co -0.40107 0.98474 0.58681  0.02
C -2.46819 0.41242 -3.42458  -0.06
C 0.51701 -2.91942 1.63859  -0.12
H -0.97711 3.08316 2.89765  0.03
N -0.44539 -1.09942 0.83381  0.02
H -0.04507 3.43948 -2.76975  0.07
H -0.81572 3.27361 -1.19620  0.08
C 5.39313 -1.11833 0.44583  -0.06
C 1.45344 -3.67226 -2.05372  -0.06
S -3.91600 -5.53763 1.22711  0.64
H 2.42984 -0.48090 -1.51975  0.09
C 0.68033 -1.60353 1.41931  -0.09
C 4.74208 1.49347 -0.24508  -0.09
H -3.38642 -1.91826 1.00576  0.12
H 1.55808 2.93122 -6.67637  0.11
N -0.73915 -3.25905 1.19553  0.07
C -5.10880 1.16071 -0.21465  -0.03
H 1.44028 6.20084 1.89914  0.13
C -1.02294 3.67736 2.00048  -0.21
S -0.47422 0.79101 2.86408  0.81
C -2.64019 -7.85692 0.51728  -0.10
C -1.97330 0.58476 -2.15802  -0.31
H 2.54348 3.01330 -1.68363  0.11
C 1.77070 -1.31341 -1.73021  -0.11
H 6.74944 1.63390 -0.98098  0.11
O 2.57123 -3.34871 2.44267  0.10
C -3.76476 -7.29575 1.37620  -0.29
C 2.05885 4.20176 1.45409  -0.08
H 0.61952 4.38257 -4.90326  0.11
C 0.35842 2.77755 -3.51412  -0.10
H 4.50798 2.51812 -0.49836  0.09
H -5.27776 1.50588 1.87298  0.11
H 1.80127 0.50551 -6.26271  0.11
H -6.17284 1.22927 -0.40339  0.12
H -0.55131 -4.28626 -2.51727  0.11
C 4.12061 -0.63218 0.70079  -0.11
H 4.36049 1.84821 2.79606  0.11
C -1.29606 -2.12258 0.71018  -0.26
C 2.29214 -2.59604 -1.78693  -0.06
C 1.01937 0.60501 -4.27392  -0.08
H -2.71115 -8.94221 0.47474  0.08
I -2.27394 5.74466 3.77732  0.93
C 2.22419 3.26006 0.44561  -0.34
C -0.41470 -2.16313 -2.25736  -0.08
H -4.24182 0.32726 -4.65381  0.11
N 1.44788 -3.78529 2.29486  -0.32
H 3.40227 -1.28658 1.17294  0.07
P -0.21653 0.61058 -1.75148  1.13
C -4.22965 0.90616 -1.29466  -0.16
H -1.46290 -1.99774 -2.47249  0.11
C 2.43405 1.46708 5.54665  -0.07
C 1.57921 5.44954 1.13170  -0.02
C 0.74181 3.32125 -4.72891  -0.06
H 1.74238 5.28274 -2.23949  0.12
H -2.79701 -3.96378 2.48022  0.11
H -2.81345 -1.33119 -0.54154  0.06
C 1.26531 2.50842 -5.72463  -0.07
C 2.25363 1.40895 2.78991  -0.41
H 7.33414 -0.68365 -0.36097  0.11
C -2.44021 -4.87953 2.00881  -0.18
H -0.48670 -5.30948 1.18235  0.11
C -2.68561 -2.11453 0.18994  0.05
C 1.10834 1.17195 3.54751  -0.60
C 3.57458 1.70610 4.77999  -0.07
C -2.83332 0.84095 -1.05263  -0.22
H 1.85587 -4.67636 -2.09193  0.11
H -5.77550 0.78421 -2.79004  0.12
H -2.15532 -5.58317 2.79022  0.11
C 2.20973 3.68890 -0.90382  -0.13
H -1.65916 -7.60317 0.92285  0.07
H 1.52306 -1.00457 1.69035  0.06
H 1.13372 6.78280 -0.42720  0.15
C 6.01283 0.99506 -0.51188  -0.07
H 1.13481 -0.45744 -4.12188  0.10
H -1.74466 6.79634 0.86385  0.11
H 0.34089 1.00817 5.54769  0.10
C -2.32067 1.01137 0.27390  -0.19
O 1.06167 -4.87598 2.67092  0.09
H -2.71187 -7.46978 -0.49768  0.08
C 1.40294 1.15194 -5.49199  -0.06
H 2.49816 1.48611 6.62698  0.11
H -2.87553 1.37776 2.30286  0.05
H -1.04346 5.66673 -1.18197  0.15

=====

The following is a DFT calculation (ωB97M-V/def2-TZVPD) of a molecular structure, C27H25IrN5O3S2 in a non-equilibrium geometry.

Properties
E_tot, eV: -66495.819
LUMO (spin up / spin down), Ha: -0.2219 / -0.3060
Frontier orbital gap (spin up / spin down), eV: 7.722 / 5.611
HOMO (spin up / spin down), eV: -13.76 / -13.94
Total charge: +2
2S+1: 2

Each line ends with the Löwdin charge.
Geometry (Å):
H 1.45083 -1.51694 1.25473  0.06
C 2.84508 3.32405 -2.35341  0.00
N 0.50870 0.81429 0.56330  -0.03
N -1.92352 -1.20959 -1.84558  -0.11
C 2.30099 2.37368 -3.18545  -0.02
H 3.05192 -1.34655 -2.45478  0.11
O -1.25876 -1.69645 0.83274  -0.67
C 1.82671 -0.30611 -1.03099  -0.21
H -0.92490 -2.80914 -4.60266  0.14
C 0.05657 -2.72269 4.09426  -0.21
C -1.12635 -2.93805 3.15527  -0.28
H -1.64464 -3.88139 3.30351  0.10
H 5.12170 0.81040 0.62448  0.12
H -1.05456 2.65888 3.81715  0.14
Ir -1.00456 -0.02292 -0.42810  1.23
S -1.39576 1.77560 -1.86521  0.70
C -3.24960 -1.34549 -1.95256  -0.09
H 0.60553 -3.65662 4.22612  0.13
H -3.54878 2.62493 4.17724  0.13
C -1.62277 -2.41019 -3.88232  0.05
H -3.90713 0.56658 0.43266  0.11
H -0.28727 -2.40131 5.07518  0.13
S -0.46940 -2.87829 1.46095  1.08
C 3.03892 -0.71957 -1.57737  0.01
C -1.21152 1.57479 1.99739  -0.18
C 0.25901 1.52125 1.70514  -0.43
H 5.15980 -0.68098 -1.35764  0.12
H -3.85305 -0.92931 -1.15933  0.11
N 0.55055 -0.67170 -1.48972  -0.04
C 4.21835 -0.32574 -0.96435  -0.02
C 0.22189 2.46935 -2.02729  -0.62
H 2.41631 4.70067 -0.76128  0.13
H 0.63191 1.29546 -3.63415  0.16
N -1.98866 0.99671 1.07465  -0.10
C -3.31779 1.00801 1.22260  -0.09
C -3.91003 1.57704 2.33388  0.00
N 1.02747 1.98842 -3.00445  0.09
O 1.07499 2.06446 2.42874  0.11
C 0.33435 -1.42048 -2.61166  -0.42
C 1.13992 -2.24246 1.99584  -0.29
H 0.06758 3.93153 -0.49020  0.12
C 0.94627 -1.69413 3.40435  -0.20
H 2.97263 1.58948 1.55354  0.11
C 0.71846 3.48615 -1.22773  -0.05
O 1.16870 -1.77510 -3.42708  0.11
C 4.19623 0.50591 0.15731  -0.02
C 2.02889 3.90903 -1.38659  0.01
C 2.99443 0.94657 0.68842  0.01
H -4.89321 -2.06497 -3.09913  0.13
C -1.73471 2.18754 3.12317  0.04
H -4.98460 1.55749 2.43088  0.13
H -1.84649 -2.12039 3.18569  0.10
C -1.12548 -1.71745 -2.79241  -0.18
H 2.83586 1.90994 -4.00086  0.15
H 3.87633 3.61665 -2.47419  0.13
C 1.80365 0.52326 0.10208  -0.22
C -2.99394 -2.54478 -4.00598  0.00
H 0.44556 -0.72364 3.36904  0.11
C -3.10701 2.17250 3.30188  0.00
C -3.81919 -1.99696 -3.02905  0.00
H 1.82534 -3.08946 1.97388  0.11
H 1.90012 -1.56372 3.91141  0.13
H -3.41785 -3.05803 -4.85601  0.13

=====

The following is a DFT calculation (ωB97M-V/def2-TZVPD) of 3 unconnected molecules or ions with the total composition C43H37BrF6N3O5 in a non-equilibrium geometry.

Properties
E_tot, eV: -146241.790
LUMO, Ha: -0.1074
Frontier orbital gap, eV: 8.270
HOMO, eV: -11.19
Total charge: +1
2S+1: 1

Each line ends with the Löwdin charge.
Geometry (Å):
H -1.04077 1.45749 -0.10790  0.08
C -3.58953 3.96041 -3.47599  -0.08
H -0.17241 -7.21642 -3.64716  0.12
F 0.38146 2.95097 5.73462  0.21
C -2.68768 -8.05915 -5.75278  -0.05
C -3.73911 4.63786 -2.15856  -0.27
C -1.48531 -8.15227 -5.05959  -0.05
H -1.06447 -2.84062 -1.51740  0.04
C -3.28250 2.75505 -5.95907  -0.05
C 4.68213 1.30479 3.33217  -0.22
C 1.78395 3.11250 3.38529  0.02
F 1.20049 1.91945 7.86763  0.23
C -3.00601 4.07233 -0.98714  -0.07
N 0.65082 1.09917 4.44003  0.21
F -0.20934 -1.01324 4.81489  0.26
O -5.02601 -4.63549 -5.21115  0.11
C -2.25636 2.90404 -1.11432  -0.08
H 2.44433 3.33249 4.21397  0.10
H -0.84681 -9.01464 -5.19720  0.11
H 1.96704 1.99381 0.82026  0.13
H -3.15873 2.29287 -6.92916  0.11
C -3.11600 -5.92903 -4.73227  -0.08
C 5.98450 0.52889 3.57094  -0.05
C 6.35514 3.38642 1.91169  0.02
H -2.43310 -0.78650 -1.33085  0.06
C 0.75279 -1.66692 2.20967  -0.60
O 6.24683 1.48561 0.49665  0.11
C -4.08233 3.88521 -5.82393  -0.04
H 7.37596 3.11319 2.14040  0.09
C 3.06715 -2.25269 3.14180  -0.06
H 6.22025 -0.17727 2.78440  0.09
H 1.78262 -3.48216 2.00400  0.12
C -3.53423 -3.62926 -3.69476  -0.08
C 0.23796 1.64454 5.72263  -0.40
O -0.49019 -5.07379 -2.40674  0.10
C -1.60970 2.37207 -0.00843  -0.01
H 2.48505 -2.24943 1.03828  0.10
H 0.92877 3.77754 3.45464  0.10
C -3.50080 -6.95052 -5.59032  0.00
C -1.10381 -7.14421 -4.19111  0.00
C -1.69007 3.01438 1.21497  -0.07
C -2.36072 -3.75343 -2.95153  -0.08
C 2.06111 -2.43434 2.01614  -0.24
H 5.87101 3.71681 2.82365  0.07
H 0.11303 -2.29742 2.80563  0.10
O -1.46390 1.20023 -2.52641  0.08
H -1.18145 2.59833 2.07787  0.09
H -2.02591 1.33739 -4.95597  0.12
H -3.65368 5.62999 0.33280  0.13
F -1.05811 1.37160 5.87282  0.20
H 4.02177 -0.19982 1.31496  0.12
C -4.29843 -2.47315 -3.59313  0.01
H 4.01749 0.99774 0.08651  0.13
H 3.86225 0.70124 3.69583  0.08
C -3.89891 -1.45277 -2.74800  -0.05
C -4.23551 4.48685 -4.58598  0.01
F 0.33094 0.01599 7.45265  0.20
C -1.50314 -4.96553 -3.06942  -0.27
H 5.85360 -0.04327 4.48534  0.08
H 1.75314 0.31778 0.41009  0.06
H -2.47397 4.70139 2.29280  0.11
O -4.43239 5.62268 -2.03273  0.12
H 4.71729 2.18323 3.97148  0.10
C -2.79880 2.81400 -3.60844  -0.09
Br -0.16533 -1.43803 0.52359  0.96
H -2.98737 -8.85232 -6.42457  0.11
C -2.12058 2.21854 -2.42996  -0.27
H 2.63798 -2.39704 4.12932  0.09
C -3.08036 4.71797 0.24082  0.01
C -3.98416 -4.72608 -4.59846  -0.28
H 6.35295 4.15190 1.14854  0.09
C 3.72593 0.82897 1.11517  -0.15
C 0.41051 -0.13450 4.10795  -0.29
N 4.44717 1.78802 1.94315  -0.06
C -2.73771 -1.58564 -1.99308  -0.08
C 5.70462 2.13312 1.36364  -0.49
C -2.64517 2.21795 -4.85383  0.00
C 2.20197 0.98522 1.13421  -0.08
C 1.03167 1.01253 6.94115  -0.56
C -1.97045 -2.73235 -2.09642  -0.03
H -4.85338 5.36755 -4.47983  0.12
N 0.88068 -0.40291 2.92445  0.08
H 3.87176 -2.95797 2.98821  0.09
H 3.52044 -1.26821 3.10590  0.04
F 2.20583 0.55471 6.52361  0.19
H 6.80532 1.20375 3.76835  0.08
C 1.34920 1.71094 3.36484  -0.16
C -2.41901 4.19381 1.33859  -0.05
H -4.43349 -6.87329 -6.13147  0.12
H 2.30914 3.37410 2.48466  0.09
C 1.50034 0.76531 2.45148  -0.13
H -4.49265 -0.55059 -2.67422  0.11
C -1.91808 -6.03221 -4.01929  -0.08
H -4.58413 4.29874 -6.68831  0.11
H -5.20234 -2.37489 -4.17826  0.12

=====

The following is a DFT calculation (ωB97M-V/def2-TZVPD) of a single C2H2OS2 molecule in a non-equilibrium geometry.

Properties
E_tot, eV: -25819.310
LUMO (spin up / spin down), Ha: 0.0244 / -0.0795
Frontier orbital gap (spin up / spin down), eV: 6.740 / 8.156
HOMO (spin up / spin down), eV: -6.08 / -10.32
2S+1: 3

Each line ends with the Löwdin charge.
Geometry (Å):
S 1.82702 1.15460 0.05786  0.57
O -0.20738 -0.40596 1.16295  -0.06
H -1.52225 -0.82573 -0.48266  0.09
H -1.52132 0.84593 -0.11786  0.12
C -0.95096 -0.09606 -0.03467  -0.11
C 0.48536 0.08087 0.06298  -1.18
S 1.88954 -0.75366 -0.64861  0.56

=====

The following is a DFT calculation (ωB97M-V/def2-TZVPD) of a molecular structure, CHCsLiO3 in a non-equilibrium geometry.

Properties
E_tot, eV: -7946.620
LUMO, Ha: 0.0674
Frontier orbital gap, eV: 4.664
HOMO, eV: -2.83
Total charge: -1
2S+1: 1

Each line ends with the Löwdin charge.
Geometry (Å):
O 1.47909 3.84250 0.70366  -1.34
C -2.08799 -2.19708 0.18565  -0.53
Li 0.68928 4.92629 1.72976  0.48
O -1.65549 -3.07541 0.94222  -0.21
Cs 0.52911 0.92808 0.03862  0.71
H -3.01780 -3.63436 -0.68521  0.04
O -2.84873 -2.68928 -0.85940  -0.15

=====

The following is a DFT calculation (ωB97M-V/def2-TZVPD) of 2 unconnected molecules or ions with the total composition C14H14BF17N3O6S in a non-equilibrium geometry.

Properties
E_tot, eV: -89209.625
LUMO, Ha: 0.0809
Frontier orbital gap, eV: 6.238
HOMO, eV: -4.04
Total charge: -1
2S+1: 1

Each line ends with the Löwdin charge.
Geometry (Å):
C 0.06744 0.77725 -2.37020  -0.35
C 0.19764 1.49429 0.24671  -0.10
F -6.22522 1.35966 -0.93127  0.17
O 0.78462 3.82407 1.03739  0.19
C 0.95047 -1.12677 0.41808  -0.03
H 3.47967 -0.15911 4.50125  0.10
F -5.81962 0.70599 1.06721  0.19
N 1.18382 -2.39913 -1.65638  0.04
F 1.50178 -2.75687 -4.06682  -0.77
B 1.64207 0.27598 2.23691  -0.62
H 0.57201 -0.99084 3.34939  0.11
F -3.99381 -1.23028 1.00875  0.13
F -1.80692 1.22951 -3.80450  0.18
C 1.12746 2.74534 0.72947  -0.48
F 1.29627 0.30470 -2.57624  0.17
H 2.94078 -1.52880 3.46028  0.09
O 2.95782 0.38102 2.57480  0.05
C 2.48678 1.06806 0.09006  -0.10
C -3.15990 -0.34633 0.36527  -0.32
F -0.04349 0.40923 -4.67147  0.20
H 2.40271 -4.00286 -0.17944  0.07
C -2.41144 0.37067 1.52767  -0.43
H -0.05224 -1.20387 0.00435  0.10
H 0.83359 -1.60340 1.39439  0.09
C 3.47665 -0.58140 3.49616  -0.03
C 1.86364 -2.06510 -0.42145  -0.64
O -2.03144 2.91842 0.86382  -0.24
H 1.15989 -3.56736 0.79563  0.06
C -4.10268 0.44701 -0.60383  -0.33
F -0.74758 -0.23069 -2.01707  0.15
C 1.24483 0.38984 0.65072  -0.16
S -1.24487 1.82214 1.33484  0.82
H 3.80978 -1.54226 0.00071  0.07
F -4.04013 -0.18178 -1.80319  0.16
N 2.06742 -3.27820 0.44526  0.06
C -0.48148 1.26670 -3.76589  -0.56
H 4.51308 -0.76735 3.21462  0.09
C -5.61761 0.41145 -0.20795  -0.56
F 0.89677 2.85013 -1.64280  0.15
C 0.01687 1.87626 -1.28548  -0.34
O -0.78220 2.05066 2.66800  -0.21
F -3.33694 0.82730 2.37998  0.14
O 2.41072 2.38887 0.66894  0.09
H 3.24984 -0.94852 -1.46963  0.08
H 2.49824 1.26206 -0.98384  0.13
N 3.20296 -1.69454 -0.79165  0.10
H 3.42723 0.56193 0.25341  0.12
F -0.03285 2.47303 -4.10516  0.18
O 0.74417 -0.05144 3.24210  0.14
H 0.37774 -2.96708 -1.41273  0.08
F -6.18296 -0.73591 -0.52813  0.20
H 1.75927 -2.95264 -2.30079  0.04
F -2.32667 -1.11826 -0.33011  0.16
F -1.21141 2.43554 -1.47253  0.11
F -3.74771 1.71507 -0.79910  0.17
F -1.74486 -0.61138 2.17146  0.12